The following is a DFT calculation (the ωB97M-V functional and the def2-TZVPD basis) of 13 unconnected molecules or ions with the total composition C44H117N3O20 at a distorted geometry.

Structure (XYZ):
```
184
Properties=species:S:1:pos:R:3:forces:R:3:lowdin_charge:R:1
C 8.16014 -1.34181 -3.54768 0.7331 -0.8378 -0.7739 -0.239
C 6.80027 -0.76278 -3.97382 1.9290 -0.4368 0.5238 -0.232
O 6.88204 0.62873 -3.91221 -0.4405 0.5124 -0.3738 -0.077
O 8.41783 -1.32344 -2.15398 -0.4541 0.7485 0.6281 -0.068
H 8.96060 -0.80103 -4.05257 -0.1481 0.4962 -0.2194 0.117
H 8.35874 -2.37678 -3.82605 -0.7712 -0.3157 -0.5808 0.113
H 6.05552 -1.18104 -3.29669 -0.5037 -0.0890 -0.2996 0.120
H 6.68201 -0.99234 -5.03279 -0.4628 -0.3971 0.1801 0.122
H 7.05818 0.88460 -3.00386 -0.0559 0.2032 0.4345 0.023
H 9.36898 -1.43034 -2.07994 -0.0130 0.0313 0.3620 0.093
C 1.82653 -3.70043 -2.94396 0.4033 -0.4150 0.0283 -0.236
C 2.74450 -4.04893 -1.80387 0.6435 0.5360 0.2180 -0.223
O 3.29653 -2.82041 -1.28348 0.1496 -1.2717 -0.1904 -0.072
O 0.73875 -2.92355 -2.49959 -0.6069 -0.4614 -0.7869 -0.094
H 1.42055 -4.62050 -3.36437 -0.1568 -0.0137 -0.1540 0.122
H 2.41516 -3.19869 -3.71199 -0.0591 0.2021 -0.1842 0.117
H 3.58561 -4.68972 -2.06847 0.1074 0.2392 -0.5382 0.118
H 2.21484 -4.67423 -1.08516 -0.3152 0.4152 0.5857 0.106
H 2.58297 -2.37623 -0.81967 -0.4073 0.4172 0.4493 0.019
H 1.00251 -2.20853 -1.91582 0.5280 0.1853 0.3515 0.022
C -4.25034 -1.32652 5.70641 0.5293 -0.1374 0.1431 -0.256
C -4.49446 0.02791 6.38100 0.7847 0.0807 -0.5302 -0.236
O -5.29703 0.76317 5.50006 -0.4539 0.0749 -0.2038 -0.077
O -3.51733 -2.13937 6.57041 0.3994 -0.9188 1.7032 -0.073
H -3.56163 -1.26998 4.86345 -0.5497 1.0218 -0.7180 0.102
H -5.15314 -1.84323 5.38073 -0.4023 0.4101 0.0376 0.125
H -3.54340 0.54048 6.52540 0.5279 -0.1075 -0.3391 0.112
H -4.86029 0.06120 7.40723 -0.6651 -0.9319 0.0162 0.120
H -4.96882 1.66528 5.49191 -0.1757 0.4921 -0.0653 0.032
H -3.44809 -3.02350 6.20282 -0.0028 0.0304 0.0064 0.086
C 7.04908 2.26865 -0.18755 0.9115 1.5871 -0.9972 -0.180
C 6.42779 1.14352 0.55685 -0.1894 -1.1637 -0.8801 -0.259
O 7.20153 -0.01805 0.38877 0.4172 -0.5561 0.6405 -0.053
O 7.05690 2.04918 -1.64730 -0.4904 -0.5596 1.4239 -0.089
H 8.08569 2.37062 0.13360 0.1645 -0.1598 0.0642 0.122
H 6.59531 3.24053 0.00645 -0.4297 -0.0638 0.0731 0.116
H 5.43046 0.92480 0.17529 -0.4277 0.3256 -0.0182 0.103
H 6.36313 1.28219 1.63606 0.0569 0.5315 -0.0878 0.127
H 7.45848 -0.15156 -0.52652 -0.0177 -0.0750 -0.4120 0.046
H 7.39410 2.81054 -2.12504 0.0509 0.2309 0.3097 0.100
C 3.57210 0.80267 -2.96662 -0.6712 -0.4966 0.1180 -0.039
O 2.39780 1.50740 -2.59036 0.2971 0.5273 0.7310 -0.227
C 1.38871 0.72281 -2.02102 -0.9255 -0.2579 1.4030 -0.170
C 1.67081 0.19278 -0.57451 1.5292 0.0105 -1.1373 -0.145
N 1.13016 -1.13359 -0.27800 -1.1160 1.0342 -0.1263 -0.073
C -0.31511 -1.18418 -0.33367 -1.1835 0.0016 -0.1897 -0.166
C -1.02873 -0.27362 0.69702 -0.1330 -0.8967 -0.5558 -0.178
O -0.43141 -0.45688 1.94365 0.8637 -0.0766 0.8247 -0.212
C -1.01882 0.30024 2.98997 0.1362 -0.0178 -0.4879 -0.063
H 4.39716 1.47677 -3.19674 -0.3711 0.1171 -0.2254 0.096
H 3.21059 0.21284 -3.80894 0.9030 -0.3808 -0.2919 0.087
H 3.88825 0.16347 -2.14226 0.1569 -0.2513 -0.1395 0.077
H 1.10183 -0.13327 -2.63169 0.1751 -0.1284 -0.4752 0.114
H 0.52776 1.38709 -1.94618 -0.1358 -0.0090 -0.2641 0.110
H 1.47338 0.96729 0.16661 -0.3045 -0.1170 -0.1008 0.089
H 2.73646 -0.03629 -0.56908 0.3738 0.5502 0.2665 0.103
H 1.22439 -1.24885 0.72097 1.1326 -0.5005 0.2601 0.060
H -0.55898 -2.23945 -0.21107 -0.4000 0.0558 0.3330 0.108
H -0.68222 -0.94933 -1.33276 -0.1355 0.1882 -0.1093 0.115
H -2.06279 -0.59655 0.81756 -0.4177 0.2058 -0.5244 0.127
H -0.97019 0.77030 0.38894 -0.0779 0.2985 -0.0319 0.117
H -2.05798 0.00629 3.13780 -0.1294 -0.1484 0.1823 0.081
H -1.00982 1.35632 2.72030 0.0444 0.2963 0.0293 0.075
H -0.41555 0.15225 3.88566 -0.1579 -0.0953 -0.0419 0.084
C -7.44302 -5.94451 -0.09390 -0.2783 0.9293 -1.0442 -0.080
O -6.95798 -4.62370 -0.41673 -0.6391 -0.5411 -0.1743 -0.197
C -7.61060 -4.09247 -1.57452 0.0868 -0.9800 -1.1158 -0.250
C -6.83756 -2.92241 -2.09836 -0.2941 0.4366 1.6717 -0.204
N -6.76440 -2.00955 -0.93291 -1.3120 0.6906 -1.5995 -0.044
C -5.85764 -0.90858 -1.18234 1.6152 -1.9564 1.5294 -0.213
C -5.61754 0.00579 0.00092 -1.1887 0.9730 -0.4167 -0.232
O -5.25756 -0.61510 1.22217 -0.0779 0.4343 -0.1637 -0.172
C -5.17045 0.34426 2.28582 0.8752 -0.5872 -0.0852 -0.100
H -6.84189 -6.43995 0.66851 0.0276 0.4256 -0.0360 0.087
H -7.43019 -6.51413 -1.02313 0.2003 -0.4230 0.0190 0.077
H -8.49479 -5.87559 0.18382 -0.0594 -0.0838 0.4225 0.084
H -8.67201 -3.85355 -1.50800 -0.1296 0.3589 1.1660 0.123
H -7.67057 -4.80998 -2.39286 0.5225 -0.7859 -0.0316 0.111
H -7.36616 -2.50445 -2.95510 -0.3002 0.4028 0.1935 0.123
H -5.87973 -3.23634 -2.51321 0.3977 -0.0021 0.3174 0.086
H -6.54549 -2.53255 -0.09706 0.2900 0.1058 -0.0550 0.100
H -6.03819 -0.39032 -2.12410 -0.3562 0.2083 0.3761 0.112
H -4.91586 -1.45108 -1.26501 0.9952 0.4295 -0.7584 0.110
H -6.53169 0.57455 0.17102 -0.2773 0.2411 0.1306 0.121
H -4.87193 0.72438 -0.33936 0.3957 0.1926 0.2129 0.113
H -4.74502 -0.19840 3.12999 -0.4126 0.0979 0.0567 0.059
H -6.07767 0.87507 2.57440 -0.4932 -0.5382 -0.1857 0.092
H -4.46247 1.14352 2.06660 0.3393 0.1052 -0.4387 0.072
C -0.09816 3.84065 1.22939 -1.6517 1.8929 -0.4318 -0.175
O 0.80613 2.84879 1.22268 2.1896 -2.2233 0.9713 -0.199
C 1.76702 2.97444 2.28802 -0.6202 0.3170 -0.0271 -0.180
C 2.76912 1.86508 2.31654 -1.4172 0.1600 -0.9717 -0.208
N 2.26536 0.60339 2.86437 2.5477 0.3632 0.0343 -0.016
C 3.46290 -0.27029 2.78335 -0.8925 -1.8623 0.3944 -0.172
C 2.98809 -1.72519 3.05812 1.2274 -0.2821 -0.2566 -0.168
O 2.12057 -2.18447 2.02617 -0.4290 -0.2438 0.2389 -0.250
C 1.46164 -3.44124 2.28277 0.8145 0.7456 0.6550 -0.056
H -0.63530 4.03247 2.15825 0.0880 -0.4486 0.5625 0.066
H -0.86458 3.59508 0.49428 0.0330 0.2291 -0.1850 0.102
H 0.37856 4.79098 0.98915 -0.0676 0.3225 -0.2688 0.084
H 1.21478 3.00461 3.22728 -0.0835 0.1530 0.2887 0.121
H 2.33457 3.89784 2.17265 -0.1773 0.4077 -0.1215 0.126
H 3.64228 2.24132 2.84958 0.0167 -0.3879 0.2612 0.133
H 3.03301 1.72756 1.26794 0.5959 -0.0265 -0.1871 0.100
H 1.53367 0.17495 2.31558 -0.3484 0.2187 -0.3370 0.074
H 4.24747 0.07862 3.45478 -0.4317 -0.2584 0.8473 0.121
H 4.05406 -0.26693 1.86759 -0.6905 0.1554 -0.9194 0.101
H 2.57525 -1.78883 4.06490 -0.4667 -0.0079 0.0036 0.118
H 3.80162 -2.44610 2.97713 0.6475 0.2895 0.5575 0.126
H 0.82799 -3.30056 3.15844 -0.9052 0.0099 -0.4665 0.092
H 2.10208 -4.25131 2.63167 0.8759 0.1190 -0.2615 0.083
H 1.03655 -3.78529 1.33989 -0.5245 0.3168 0.2896 0.086
C 1.28634 0.24686 -6.67810 -0.4834 0.6015 0.5091 -0.053
C 2.40020 0.00165 -7.60564 1.8767 -0.4566 -1.3768 -0.543
C 3.76170 -0.09273 -6.95766 0.5522 1.0187 1.1701 -0.064
O 2.22363 -1.22751 -8.25432 -0.9892 -1.3993 -0.7368 -0.049
H 1.39786 1.28332 -6.35964 -0.2382 -0.0056 0.4452 0.091
H 1.33451 -0.43136 -5.82616 -0.0792 0.0296 0.0932 0.080
H 0.31926 0.14660 -7.17085 0.0592 -0.0651 -0.0241 0.088
H 2.44808 0.75112 -8.39565 -0.2166 0.5530 0.0994 0.137
H 4.07798 0.88154 -6.58501 -0.0803 0.1658 0.3573 0.082
H 4.61063 -0.39321 -7.57177 -0.4308 -0.2518 -0.5454 0.078
H 3.71779 -0.77881 -6.11181 0.0054 -0.0789 0.0571 0.071
H 2.78075 -1.23777 -9.03606 0.0312 -0.1154 0.0331 0.089
C -3.87228 -0.11931 -4.17427 0.5667 -0.9555 0.8243 -0.038
C -3.26530 0.98422 -3.34746 1.8743 -1.0792 0.1002 -0.554
C -1.93136 1.44501 -3.89584 0.2909 0.2647 -0.2422 -0.055
O -4.15131 2.04211 -3.33636 -0.6783 1.0785 0.5525 -0.025
H -3.27558 -1.02783 -4.09274 0.2511 -0.0542 -0.2947 0.078
H -3.90945 0.20756 -5.21344 -0.3464 -0.1510 -0.0974 0.089
H -4.82733 -0.41495 -3.74004 -0.2002 0.3237 -0.5004 0.056
H -2.93001 0.67285 -2.35816 -1.2344 -0.1751 0.6071 0.129
H -2.15112 1.84120 -4.88722 0.6682 0.0472 -0.3212 0.085
H -1.15975 0.67516 -3.88755 -0.2368 -0.3559 -0.5070 0.074
H -1.48102 2.21770 -3.27274 -0.3672 0.3843 -0.0260 0.072
H -4.22693 2.22477 -4.27578 -0.4796 0.5755 -0.1299 0.087
C -1.47327 -4.98017 -1.11743 -0.0902 -0.6927 -0.5335 -0.055
C -2.31110 -4.81676 -2.42119 1.1789 2.0135 0.4814 -0.419
C -3.80284 -4.87158 -2.13703 0.7403 -0.2000 -0.0955 -0.059
O -2.07103 -3.45030 -2.92014 -0.8271 -0.7154 0.1406 -0.094
H -1.75887 -4.22374 -0.38644 -0.0157 -0.0217 -0.0359 0.074
H -0.39638 -4.95353 -1.28387 -0.0058 0.6209 -0.3569 0.051
H -1.56120 -5.97325 -0.67680 -0.6539 -0.1308 0.1176 0.072
H -1.92579 -5.46961 -3.20440 -0.4055 -0.5000 0.1056 0.131
H -3.99313 -5.78663 -1.57616 -0.4223 0.0426 -0.0630 0.084
H -4.40613 -4.80117 -3.04212 0.1022 -0.2675 -0.0244 0.078
H -4.04758 -3.99849 -1.53213 0.0054 -0.1361 0.2032 0.073
H -1.16120 -3.36538 -3.21443 0.3812 -0.0210 0.2540 0.042
C -2.63613 3.54454 4.33854 -0.2354 0.5819 -0.0963 -0.028
C -3.73211 4.36189 5.03294 -0.5715 0.6362 0.4219 -0.462
C -4.52301 5.37983 4.20318 0.9970 0.2109 -1.0777 -0.047
O -4.72281 3.51896 5.56314 -0.7219 -1.8614 0.2833 -0.076
H -2.11819 2.84520 4.99487 -0.2440 0.0688 0.2862 0.071
H -1.88067 4.23709 3.96739 0.0189 0.0664 0.0046 0.066
H -2.99143 2.97650 3.47878 -0.3118 0.0550 -0.0098 0.075
H -3.37097 4.82249 5.95246 0.9785 0.6020 -0.3901 0.135
H -5.23788 5.97551 4.77083 0.1394 -0.1572 0.3390 0.079
H -5.08170 4.88510 3.40870 -0.0485 -0.3101 0.1068 0.085
H -3.87352 6.07685 3.67363 0.1635 0.1945 0.1337 0.077
H -5.35752 4.06588 6.03178 -0.1190 -0.1133 0.0336 0.104
C 0.70843 4.70434 -1.89919 0.1345 0.1532 0.5204 -0.049
C 2.17201 4.90666 -2.36358 -0.4116 -1.7474 1.2123 -0.445
C 3.17805 4.51942 -1.28425 0.2560 0.7538 1.2058 -0.066
O 2.45617 4.03591 -3.44264 -0.0737 1.8332 -1.4088 -0.057
H 0.38562 5.39854 -1.12331 0.3670 0.3393 0.0614 0.062
H 0.61312 3.73425 -1.41140 -0.0053 -0.2829 -0.2737 0.050
H -0.05730 4.81128 -2.66751 0.3739 -0.1765 -0.3993 0.080
H 2.32314 5.97313 -2.53059 0.1599 -0.1607 -1.0473 0.134
H 3.08150 5.16987 -0.41494 -0.1410 0.2286 0.2398 0.071
H 4.20766 4.66499 -1.61107 -0.0482 -0.0203 -0.3875 0.076
H 3.11679 3.50962 -0.87848 -0.4001 -0.2362 -0.4130 0.065
H 2.34857 3.12076 -3.17335 -0.1703 -0.3755 0.4793 0.027
C 0.50917 1.34932 6.63376 0.5524 0.8463 -0.1546 -0.057
C 2.05878 1.48395 6.54845 -2.1912 -1.6289 -0.5167 -0.473
C 2.70078 1.29153 7.90469 0.5004 0.9173 -0.2487 -0.054
O 2.48010 0.41872 5.69914 0.7912 -0.2171 0.7869 -0.084
H 0.22469 0.32438 6.87184 -0.0025 0.1297 0.2129 0.088
H 0.07142 1.62386 5.67402 0.0109 -0.2186 -0.2676 0.039
H 0.09968 2.08988 7.32078 -0.1130 -0.2215 0.3830 0.072
H 2.25991 2.39750 5.98893 0.4256 0.5490 0.7186 0.130
H 3.73084 1.62829 7.78779 0.2135 -0.2799 0.4281 0.077
H 2.66529 0.26504 8.26960 -0.0115 -0.0741 -0.4374 0.087
H 2.22887 1.90188 8.67468 -0.0334 0.1880 -0.1140 0.075
H 2.22204 0.63329 4.79972 -0.1786 -0.0254 -0.7893 0.019
```
Positions in Å, forces in eV/Å.

Summary:
HOMO level = -8.10 eV
HOMO-LUMO gap = 0.314 Eh
DFT total energy = -92937.39812 eV